Entry from the Open Molecules 2025 dataset: a molecular structure, C36H26I2N6O6Ta at a distorted geometry (ωB97M-V/def2-TZVPD).

Cartesian coordinates (Å):
C: 1.5319 3.0270 3.2507
Ta: 0.9158 -0.5127 0.6587
C: -3.3995 0.9702 -2.8099
N: -0.5416 -0.2604 -0.8718
H: -3.8650 -2.6484 1.3396
H: 5.3878 -4.2044 3.1189
H: 0.4350 5.5088 2.6722
C: -4.1135 0.2550 -3.7698
H: -4.9664 0.7143 -4.2515
O: -0.7900 -0.1798 1.7592
C: 1.2754 3.6948 -4.1831
C: 2.0313 1.5618 -2.6710
H: -6.8628 0.1807 2.4840
H: -4.3344 -1.5748 -4.8557
H: -0.2445 -4.4275 1.5015
H: 4.4708 -1.9305 2.8185
H: 0.1996 2.4291 0.4214
N: -1.4611 -2.3019 1.2763
C: -3.7553 -1.0421 -4.1133
C: -5.4791 -1.3468 1.8738
C: -0.8014 -1.3194 -1.7166
C: 3.3766 -0.6308 -3.8017
C: 1.7899 1.6778 3.0149
C: 3.1127 0.4687 -4.5704
C: -5.8252 -0.0635 2.2990
C: 2.3449 0.4272 -1.8701
C: -3.1514 -0.6960 1.8351
H: -0.8148 4.7505 1.6729
H: -3.6785 1.9792 -2.5363
H: 0.9181 4.5458 -4.7461
C: 3.8865 -2.8007 2.5479
C: -2.6659 -1.6714 -3.5140
C: -2.3300 0.3401 -2.2141
H: -1.7404 1.2777 2.2572
H: -6.2450 -2.0963 1.7290
H: -5.0996 1.8929 2.8287
C: 0.4257 -3.5793 1.3910
H: 2.2094 2.7465 -5.8482
C: 1.9775 2.6955 -4.7931
C: -3.5111 0.6023 2.2565
H: 0.7153 5.2506 0.9453
O: -0.1180 -2.3258 -1.6729
C: 2.3729 -5.0250 1.8453
N: 1.3740 2.5800 -2.0690
C: 3.6520 -5.1897 2.3261
C: -4.1593 -1.6569 1.6528
C: 2.9602 -0.6480 -2.4646
N: 0.7060 2.4586 1.3121
C: 2.6210 -2.6195 2.0014
O: 1.9795 0.3781 -0.5891
C: 0.8314 3.4924 2.1467
O: -1.3655 1.8610 -0.5598
H: 2.7280 1.1907 4.8477
H: -2.3817 -2.6810 -3.7806
H: 4.0755 -6.1797 2.4237
H: 3.8866 -1.4904 -4.2124
C: 1.8250 -3.7447 1.6862
C: 0.2597 4.8300 1.8425
H: 1.9077 -0.1767 4.0762
I: 3.1551 -2.3452 -1.2485
O: -2.6315 1.6042 2.4548
N: 1.2874 1.3462 1.8167
C: -4.8552 0.8950 2.4889
C: 4.3984 -4.0736 2.7021
C: 1.0160 3.6027 -2.8032
C: 2.3987 1.5752 -4.0429
N: -0.1018 -2.4241 1.1698
H: 3.4451 0.4042 3.4331
H: 1.8195 3.5932 4.1196
C: -1.9635 -0.9612 -2.5663
O: 2.1451 -1.3961 1.7444
C: 2.5079 0.7144 3.8963
H: 1.7671 -5.8847 1.5855
C: -1.7625 -1.0769 1.6023
H: 0.4988 4.4043 -2.2859
I: 3.7969 0.4683 -6.5555
C: -1.4042 0.7908 -1.1391

Values from the calculation:
**Energy**: -2819.8751 Ha
**Energy above the lowest of the compared OMol25 structures with the same formula, charge and spin**: 1.445 eV
**Total charge**: +1
**Max |F|**: 2.54 eV/A
**E_LUMO**: -3.3508 eV
**Multiplicity**: 1